8
Properties=species:S:1:pos:R:3:forces:R:3 method="wB97M-V/def2-TZVPD" spin_multiplicity=1 e_homo_ha=-0.371 total_charge=0 lumo_energy_ev=-0.84 orbital_gap_ha=0.340 energy_ev=-32920.81393 e_above_lowest_kcal_mol=20.7 max_force_ev_per_a=3.17
S 1.003 0.373 0.302 -0.700 -1.425 -2.739
S 1.275 2.079 -0.454 -0.059 -0.137 0.046
F -0.812 -1.378 -0.961 0.110 -0.156 0.002
F -1.869 0.499 -0.782 1.341 0.088 0.101
F -1.606 -0.690 0.963 0.936 -0.005 -0.435
O 1.175 0.110 1.696 0.077 -0.366 0.470
C -1.005 -0.328 -0.181 0.134 0.332 0.819
H 1.838 -0.664 -0.583 -1.839 1.669 1.735

***

7
Properties=species:S:1:pos:R:3:forces:R:3 method="wB97M-V/def2-TZVPD" spin_multiplicity=8 e_homo_ha="-0.480 / -0.538" total_charge=+1 s2=15.7604 lumo_energy_ev="-5.55 / -5.45" orbital_gap_ha="0.276 / 0.337" energy_ev=-29148.14327 max_force_ev_per_a=2.48
Sm 2.639 1.412 1.357 -1.360 0.441 -0.594
F -0.758 -1.316 0.885 0.151 0.203 0.218
F 0.053 -1.342 -1.121 0.314 0.131 -0.118
F -2.078 -1.085 -0.817 0.397 0.354 0.151
O 0.775 1.846 0.363 0.341 -1.946 -1.046
C -0.876 -0.833 -0.336 -0.872 -0.718 -0.259
H 0.246 1.318 -0.331 1.028 1.535 1.649

***

7
Properties=species:S:1:pos:R:3:forces:R:3 method="wB97M-V/def2-TZVPD" spin_multiplicity=2 e_homo_ha="-0.499 / -0.513" total_charge=+1 s2=0.7524 lumo_energy_ev="-6.03 / -6.06" orbital_gap_ha="0.278 / 0.291" energy_ev=-42772.96442 max_force_ev_per_a=4.52
Yb 2.620 1.420 1.292 -1.252 0.311 -0.661
F -0.793 -1.227 0.876 0.118 0.440 0.077
F -2.016 -0.857 -0.874 0.607 0.537 0.254
F 0.090 -1.324 -1.091 0.182 0.346 -0.034
O 0.807 1.712 0.313 -1.361 -3.315 -1.224
C -0.814 -0.715 -0.342 -0.924 -1.448 -0.344
H 0.106 0.991 -0.174 2.630 3.129 1.931

***

9
Properties=species:S:1:pos:R:3:forces:R:3 method="wB97M-V/def2-TZVPD" spin_multiplicity=3 e_homo_ha="-0.323 / -0.400" total_charge=0 s2=2.0128 lumo_energy_ev="0.68 / -4.68" orbital_gap_ha="0.348 / 0.227" energy_ev=-26289.35639 max_force_ev_per_a=4.77
S 0.622 0.382 -0.341 -2.733 1.202 2.081
F -1.018 -1.793 -0.570 -0.856 0.407 0.130
F -0.696 2.513 0.660 -0.114 0.220 0.162
F -0.828 -0.936 1.378 -0.852 -0.731 2.900
F -2.083 0.069 -0.071 -1.439 0.267 -0.115
O 0.595 0.336 -1.735 0.059 0.024 -4.644
N 1.778 -0.117 0.438 2.887 -0.452 1.354
C -1.077 -0.679 0.165 4.199 -0.150 -2.263
H 2.706 0.225 0.076 -1.150 -0.787 0.395